Record 1
{"formula": "C19H51N5O8", "method": "ωB97M-V/def2-TZVPD", "symbols": ["C", "O", "C", "C", "N", "C", "C", "O", "C", "H", "H", "H", "H", "H", "H", "H", "H", "H", "H", "H", "H", "H", "H", "H", "C", "O", "C", "C", "N", "C", "C", "O", "C", "H", "H", "H", "H", "H", "H", "H", "H", "H", "H", "H", "H", "H", "H", "H", "C", "O", "C", "C", "N", "C", "C", "O", "C", "H", "H", "H", "H", "H", "H", "H", "H", "H", "H", "H", "H", "H", "H", "H", "C", "O", "N", "N", "H", "H", "H", "H", "O", "H", "H"], "coordinates": [[2.0449, -1.3052, -4.6319], [1.9930, -2.2822, -3.6089], [0.7919, -2.3454, -2.9822], [1.0278, -3.0629, -1.6438], [1.4200, -4.4735, -1.7351], [1.2123, -5.2076, -0.5073], [2.4334, -5.2455, 0.4376], [3.7163, -5.7730, -0.0601], [4.4753, -6.5117, 0.8094], [1.4301, -1.4763, -5.5156], [3.0324, -1.2165, -5.0846], [1.7031, -0.3119, -4.3409], [0.1084, -2.9067, -3.6192], [0.4116, -1.3239, -2.9772], [0.0891, -2.9636, -1.0988], [1.7028, -2.4636, -1.0328], [2.3445, -4.4873, -2.1416], [0.9105, -6.1780, -0.9013], [0.4226, -4.7394, 0.0804], [2.0392, -5.6604, 1.3653], [2.7732, -4.2317, 0.6493], [4.1354, -7.5467, 0.8449], [4.4639, -6.0260, 1.7851], [5.5137, -6.5516, 0.4801], [2.3697, 0.5769, 3.5015], [2.0395, 1.9144, 3.3038], [1.9579, 2.7274, 4.4197], [1.5136, 4.0719, 3.8775], [0.2273, 3.8673, 3.2354], [-0.1202, 5.0021, 2.3886], [-1.2121, 4.6763, 1.3290], [-0.5869, 4.8350, 0.1225], [-1.2559, 4.4602, -1.0478], [1.9411, -0.0730, 4.2644], [3.4309, 0.3795, 3.6532], [2.1654, -0.0428, 2.6283], [2.8746, 2.7508, 5.0090], [1.3077, 2.3300, 5.1990], [2.2197, 4.7008, 3.3351], [1.4705, 4.6916, 4.7731], [0.3018, 3.0620, 2.6303], [0.7004, 5.4131, 1.8006], [-0.4733, 5.8484, 2.9778], [-2.1142, 5.2780, 1.4397], [-1.5236, 3.6541, 1.5440], [-1.6878, 3.4622, -0.9733], [-0.5934, 4.4674, -1.9133], [-2.1676, 5.0525, -1.1250], [-1.5263, 0.9695, 2.6103], [-2.1102, 0.7540, 1.3204], [-1.3420, -0.2216, 0.5051], [-2.2713, -0.5250, -0.7262], [-2.6060, 0.5127, -1.6872], [-3.5288, -0.0899, -2.6831], [-4.9882, -0.2964, -2.1244], [-4.9811, -1.6307, -1.5298], [-6.1188, -2.0284, -0.8470], [-1.4868, -0.0025, 3.1019], [-1.9289, 1.8065, 3.1808], [-0.4684, 1.2177, 2.5240], [-1.1448, -1.0366, 1.2015], [-0.3502, 0.1878, 0.3129], [-3.1073, -1.0853, -0.3074], [-1.7962, -1.2851, -1.3464], [-3.1371, 1.2274, -1.2104], [-3.0587, -0.9293, -3.1954], [-3.6359, 0.6817, -3.4456], [-5.7598, -0.0516, -2.8544], [-5.0915, 0.4731, -1.3593], [-5.9599, -2.8915, -0.2005], [-6.9053, -2.2648, -1.5636], [-6.5369, -1.2643, -0.1916], [2.6999, 1.9525, -0.0372], [3.7732, 1.8552, 0.5157], [1.5707, 1.8628, 0.5378], [2.5964, 1.6820, -1.3542], [1.4819, 1.9567, 1.5395], [0.6902, 1.7847, 0.0491], [1.7360, 1.9055, -1.8336], [3.4989, 1.6915, -1.8076], [-0.1537, 1.4955, -2.3816], [0.0034, 1.6422, -3.3144], [-1.0368, 1.1284, -2.3418]], "multiplicity": 1, "lumo_ev": 0.4, "smiles": "COCCNCCOC.COCCNCCOC.COCCNCCOC.NC(N)=O.O", "e_above_lowest_ev": 2.424, "orbital_gap_ev": 8.889}


Record 2
{"formula": "C3H6FNO3", "method": "ωB97M-V/def2-TZVPD", "symbols": ["C", "C", "C", "N", "O", "O", "O", "F", "H", "H", "H", "H", "H", "H"], "coordinates": [[-2.8988, 0.4390, -1.5994], [0.1539, 0.7958, 1.5220], [-0.6286, -1.7699, -1.5064], [-2.0099, -0.3820, -1.4641], [-3.7296, 1.2531, -1.6329], [-0.3215, -2.0251, -0.2862], [1.0164, 0.1697, 0.5749], [0.2388, -1.1568, -2.3368], [-0.8166, 0.3827, 1.2953], [0.1938, 1.8785, 1.6006], [0.2827, 0.5149, 2.5529], [-1.1916, -2.5072, -1.9958], [1.0521, 0.5732, -0.3231], [0.2881, -1.3972, 0.0918]], "multiplicity": 1, "lumo_ev": 0.5, "e_above_lowest_ev": 1.556, "orbital_gap_ev": 9.886}


Record 3
{"formula": "C30H41AsCl3GeN2OOsSSi", "method": "ωB97M-V/def2-TZVPD", "symbols": ["Os", "C", "C", "N", "C", "C", "C", "S", "N", "C", "O", "C", "C", "C", "C", "C", "C", "H", "H", "H", "H", "H", "H", "H", "H", "H", "H", "H", "H", "H", "H", "H", "Cl", "Ge", "Cl", "Cl", "C", "C", "C", "C", "C", "C", "Si", "C", "C", "C", "C", "C", "C", "H", "H", "H", "H", "H", "H", "H", "H", "H", "H", "H", "C", "C", "As", "C", "C", "C", "C", "H", "H", "H", "H", "H", "H", "H", "H", "H", "H", "H", "H", "H", "H", "H"], "coordinates": [[-0.3275, 0.0587, 0.1110], [0.9632, -4.8755, -3.6396], [1.5869, -3.5331, -4.0126], [0.7063, -2.4284, -3.6687], [-0.2700, -2.0107, -4.6565], [0.1733, -0.7618, -5.4209], [0.7868, -1.8869, -2.4685], [-0.2882, -0.5241, -2.1617], [1.6530, -2.3593, -1.6072], [1.9312, -2.0252, -0.3557], [1.3798, -1.0671, 0.2737], [2.9288, -2.8506, 0.3187], [3.2812, -2.5487, 1.6381], [4.2128, -3.3191, 2.2988], [4.8030, -4.3974, 1.6539], [4.4549, -4.7076, 0.3441], [3.5188, -3.9451, -0.3252], [1.6508, -5.6752, -3.9009], [0.0305, -5.0398, -4.1743], [0.7618, -4.9221, -2.5718], [1.7828, -3.4901, -5.0850], [2.5284, -3.3921, -3.4796], [-1.2246, -1.8228, -4.1536], [-0.4084, -2.8405, -5.3522], [0.3320, 0.0768, -4.7454], [-0.6005, -0.4851, -6.1314], [1.0966, -0.9414, -5.9663], [2.8174, -1.6999, 2.1162], [4.4789, -3.0875, 3.3170], [5.5333, -4.9978, 2.1729], [4.9171, -5.5478, -0.1503], [3.2347, -4.1755, -1.3408], [-3.5977, -2.3699, 1.5137], [-1.5826, -2.4282, 0.6568], [-1.7642, -3.7456, -1.0879], [-0.3789, -3.5736, 2.0675], [4.5508, 2.0258, 2.7372], [3.6812, 2.7258, 1.9130], [2.3765, 2.2936, 1.7660], [1.9144, 1.1835, 2.4722], [2.7884, 0.4989, 3.3142], [4.1024, 0.9171, 3.4400], [0.0684, 0.7079, 2.4492], [-0.8495, 2.2424, 3.1125], [-1.3550, 2.1577, 4.4094], [-1.7961, 3.2945, 5.0620], [-1.7349, 4.5245, 4.4288], [-1.2368, 4.6192, 3.1365], [-0.8121, 3.4810, 2.4736], [5.5768, 2.3472, 2.8294], [4.0146, 3.6062, 1.3854], [1.7089, 2.8349, 1.1095], [2.4416, -0.3415, 3.8979], [4.7733, 0.3833, 4.0954], [-0.1918, -0.4579, 3.3469], [-1.3761, 1.2117, 4.9269], [-2.1740, 3.2075, 6.0698], [-2.0639, 5.4144, 4.9445], [-1.1747, 5.5806, 2.6467], [-0.4185, 3.5622, 1.4630], [-3.9960, 2.0161, 1.8419], [-3.3896, 2.6815, 0.6141], [-2.2046, 1.4971, -0.4472], [-3.5538, 0.2365, -1.1785], [-4.5589, 0.8007, -2.1713], [-1.6592, 2.7141, -1.9325], [-2.6658, 3.7785, -2.3731], [-4.7377, 2.6843, 2.2749], [-3.2366, 1.8209, 2.5973], [-4.4993, 1.0844, 1.5859], [-2.8442, 3.5891, 0.8953], [-4.1825, 2.9518, -0.0948], [-4.0642, -0.1566, -0.2932], [-3.0223, -0.5970, -1.6463], [-5.0859, 1.6699, -1.7774], [-5.3028, 0.0392, -2.3997], [-4.0702, 1.0630, -3.1077], [-1.3807, 2.0739, -2.7797], [-0.7417, 3.2084, -1.5832], [-3.5473, 3.3379, -2.8344], [-2.1932, 4.4232, -3.1136], [-2.9797, 4.4024, -1.5337]], "multiplicity": 6, "lumo_ev": [-6.0, -9.7], "total_charge": 2, "e_above_lowest_ev": 1.487, "orbital_gap_ev": [7.316, 4.373]}


Record 4
{"formula": "C21H57N8O3P2", "method": "ωB97M-V/def2-TZVPD", "symbols": ["C", "C", "C", "C", "N", "C", "C", "N", "C", "C", "C", "O", "H", "H", "H", "H", "H", "H", "H", "H", "H", "H", "H", "H", "H", "H", "H", "H", "H", "H", "H", "H", "H", "O", "P", "N", "C", "C", "N", "C", "C", "N", "C", "C", "H", "H", "H", "H", "H", "H", "H", "H", "H", "H", "H", "H", "H", "H", "H", "H", "H", "H", "O", "P", "N", "C", "C", "N", "C", "C", "N", "C", "C", "H", "H", "H", "H", "H", "H", "H", "H", "H", "H", "H", "H", "H", "H", "H", "H", "H", "H"], "coordinates": [[-0.0372, -4.4007, -2.3193], [0.6208, -5.5023, -3.3506], [0.1731, -7.0312, -2.9718], [0.7591, -7.5562, -1.4963], [0.9253, -9.0485, -1.6361], [1.8205, -9.6636, -0.5877], [1.8161, -8.9278, 0.8721], [2.9294, -7.9370, 1.1134], [4.2447, -8.5076, 0.5949], [5.5213, -7.5210, 0.9504], [4.0282, -8.7039, -1.0365], [3.1422, -9.8624, -1.1987], [0.2076, -3.3307, -2.7539], [-1.2273, -4.4801, -2.2688], [0.4510, -4.5950, -1.2661], [1.7852, -5.3825, -3.5079], [0.1409, -5.2706, -4.4195], [-0.9846, -7.2305, -3.0934], [0.6968, -7.7396, -3.7756], [-0.1002, -7.3012, -0.7195], [1.7072, -6.9703, -1.1440], [-0.0582, -9.4457, -1.6080], [1.3856, -10.7605, -0.4000], [1.9624, -9.7914, 1.6832], [0.7643, -8.4385, 1.1515], [2.7387, -6.9621, 0.7757], [3.0530, -7.8613, 2.1680], [4.4155, -9.6110, 1.0169], [6.5098, -7.8698, 0.4214], [5.7079, -7.4120, 2.1079], [5.2061, -6.4393, 0.5644], [3.6963, -7.7318, -1.5949], [5.0876, -9.0085, -1.4720], [0.4573, 0.0694, -2.2196], [-0.7166, 0.9186, -1.6735], [-1.6340, -0.4580, -1.3001], [-2.7300, -1.0209, -2.0539], [-1.0826, -1.4008, -0.3303], [-1.1427, 1.5303, -3.2246], [-2.4349, 1.4095, -3.8796], [-0.0971, 1.5728, -4.2491], [-2.0662, 1.8948, -1.0458], [-1.6706, 3.3193, -0.9786], [-2.6048, 1.5653, 0.2840], [-3.5091, -0.2806, -2.2397], [-3.2520, -1.8120, -1.5019], [-2.3884, -1.4462, -3.0005], [-1.2540, -1.0268, 0.6844], [-0.0048, -1.5365, -0.4553], [-1.5286, -2.3982, -0.3902], [-2.5656, 0.4272, -4.3405], [-2.5413, 2.1577, -4.6753], [-3.2745, 1.6065, -3.2076], [0.0612, 0.5883, -4.7014], [0.8496, 1.9285, -3.8280], [-0.3459, 2.2800, -5.0515], [-0.8700, 3.4705, -0.2457], [-2.5253, 3.9531, -0.7077], [-1.3095, 3.6899, -1.9412], [-1.8096, 1.5037, 1.0338], [-3.1630, 0.6249, 0.2805], [-3.3328, 2.3174, 0.6127], [-2.0262, 6.5707, 1.3529], [-1.6009, 7.4509, 2.5537], [-0.5251, 8.3542, 1.6037], [0.9109, 8.2198, 1.5243], [-1.0769, 9.1087, 0.4814], [-0.7777, 6.1653, 3.3482], [0.6202, 6.1460, 3.7474], [-1.1995, 4.7966, 3.0428], [-1.1120, 8.4627, 3.9342], [-1.9704, 8.1702, 5.1037], [-1.1419, 9.9254, 3.7709], [1.3739, 8.2905, 2.5093], [1.3752, 9.0388, 0.9615], [1.1995, 7.2817, 1.0447], [-1.5178, 10.0419, 0.8470], [-1.8615, 8.5545, -0.0410], [-0.3309, 9.3741, -0.2740], [1.2789, 5.9160, 2.9062], [0.7967, 5.3826, 4.5157], [0.9442, 7.0804, 4.2134], [-0.7820, 4.4513, 2.0914], [-2.2918, 4.7237, 3.0006], [-0.8882, 4.0933, 3.8265], [-3.0084, 8.4650, 4.9127], [-1.6100, 8.6956, 5.9980], [-1.9716, 7.1066, 5.3550], [-2.1079, 10.2651, 3.3839], [-0.3487, 10.2818, 3.1078], [-0.9533, 10.4332, 4.7250]], "multiplicity": 1, "lumo_ev": -3.2, "total_charge": 1, "orbital_gap_ev": 5.683}


Record 5
{"formula": "C4H11N2", "method": "ωB97M-V/def2-TZVPD", "symbols": ["C", "C", "C", "C", "N", "N", "H", "H", "H", "H", "H", "H", "H", "H", "H", "H", "H"], "coordinates": [[-3.0470, -0.4352, -0.8572], [-1.9917, 0.4538, -0.2368], [0.2235, 1.1999, 0.6829], [-0.6849, 0.3143, 0.0056], [1.5165, 1.0053, 0.7592], [2.9566, -1.1081, 0.0255], [-3.6333, -0.7232, 0.1063], [-2.6311, -1.2751, -1.4208], [-2.6137, 1.0467, 0.4578], [-3.6945, 0.1928, -1.3974], [-0.0803, 2.1830, 1.0787], [-0.0223, -0.3857, -0.4558], [2.1215, 1.6661, 1.1904], [1.9533, -0.0039, 0.5028], [3.2202, -0.9352, -0.9814], [2.5613, -2.0034, 0.0633], [3.8460, -1.1923, 0.4769]], "multiplicity": 1, "lumo_ev": -4.5, "total_charge": 1, "e_above_lowest_ev": 1.754, "orbital_gap_ev": 9.757}


Record 6
{"formula": "C5H6O3", "method": "ωB97M-V/def2-TZVPD", "symbols": ["C", "C", "C", "C", "C", "O", "O", "O", "H", "H", "H", "H", "H", "H"], "coordinates": [[0.0198, -1.9589, -1.2343], [-0.3504, 0.4545, -1.0121], [-0.1659, 0.9990, 1.1380], [0.9342, 1.4462, 0.3839], [-0.9890, 0.3423, 0.2428], [0.6307, 1.4730, -0.9192], [0.4935, -0.6476, -1.4875], [-0.3964, 1.1546, 2.4636], [0.1555, 1.8723, 2.8186], [1.7602, 2.0606, 0.6993], [-1.8288, -0.2847, 0.4775], [-0.2629, -2.0634, -0.1845], [0.8315, -2.6506, -1.5079], [-0.8320, -2.1973, -1.8784]], "multiplicity": 1, "lumo_ev": [0.1, -0.2], "smiles": "COc1cc(O)co1", "e_above_lowest_ev": 4.074, "orbital_gap_ev": [7.838, 7.787]}